Record 1
This record from OMol25 describes a molecular structure, C22H33N3O7P2Sn at a distorted geometry. The level of theory is wB97M-V/def2-TZVPD.

Summary:
- Frontier orbital gap (alpha / beta): 4.269 / 4.269 eV
- LUMO level (alpha / beta): -0.061 / -0.061 Ha
- Energy above the lowest of the compared OMol25 structures with the same formula, charge and spin: 0.0 kcal per mole
- Energy: -66553.689 eV

Structure (XYZ):
```
68
Properties=species:S:1:pos:R:3:forces:R:3:lowdin_charge:R:1
Sn 0.6178 -0.5572 -0.7323 4.403 1.430 1.581 1.07
P -0.0927 -3.0692 -0.6194 -0.424 -0.445 -0.275 0.79
P 1.8002 1.8836 -0.4744 -0.380 -0.452 -0.104 0.79
N 2.5223 -1.0598 -0.2161 -2.661 0.887 -2.005 -0.20
H -0.9044 -0.6968 -2.1612 -1.061 0.969 -2.428 0.06
C 0.4346 -3.9086 -2.1476 0.012 -0.107 -0.141 -0.23
H -0.0445 -4.8949 -2.2188 0.132 0.215 0.035 0.06
H 1.5247 -4.0344 -2.1317 -0.257 0.129 -0.002 0.06
H 0.1594 -3.3120 -3.0268 0.065 -0.193 0.260 0.03
C -1.8567 -3.4754 -0.4093 -0.144 -0.013 -0.055 -0.25
H -2.0021 -4.5669 -0.4396 0.096 0.326 0.001 0.06
H -2.4439 -2.9981 -1.2050 0.144 -0.109 0.257 0.05
H -2.2054 -3.0844 0.5570 0.102 -0.093 -0.327 0.05
C 0.7482 -3.9559 0.7310 0.157 0.260 0.142 -0.22
H 0.2646 -4.9280 0.9051 0.051 0.285 -0.168 0.06
H 0.6926 -3.3566 1.6493 0.097 -0.161 -0.208 0.06
H 1.8048 -4.1085 0.4786 -0.206 0.185 0.100 0.06
C 2.8271 2.3483 -1.9149 -0.006 0.141 -0.006 -0.25
H 3.1922 3.3799 -1.7987 -0.013 -0.261 -0.032 0.05
H 2.2512 2.2533 -2.8448 0.143 0.014 0.396 0.04
H 3.6772 1.6544 -1.9599 -0.223 0.171 0.018 0.05
C 0.5559 3.2129 -0.3237 0.279 0.507 0.015 -0.25
H 1.0774 4.1810 -0.3661 -0.359 -0.072 0.053 0.05
H 0.0139 3.1251 0.6294 0.229 -0.007 -0.285 0.03
H -0.1687 3.1522 -1.1493 0.286 -0.011 0.243 0.03
C 2.9267 2.0887 0.9401 -0.111 0.207 0.008 -0.25
H 3.2355 3.1401 1.0099 0.007 -0.207 0.102 0.05
H 3.8052 1.4480 0.8007 -0.249 0.071 0.008 0.05
H 2.4177 1.7837 1.8618 0.137 0.084 -0.163 0.05
C 3.3257 -1.5018 0.7216 0.833 -1.029 1.435 -0.52
C 5.4776 -2.6301 1.1443 -0.346 0.283 0.264 -0.13
C 4.5297 -2.1513 0.2598 -0.331 0.185 0.355 -0.08
C 3.1480 -1.3911 2.1568 0.008 -0.010 -1.089 -0.09
C 4.1191 -1.8684 3.0229 0.383 -0.245 -0.228 -0.14
C 5.2802 -2.4886 2.5307 0.110 -0.042 0.157 -0.15
H 6.3735 -3.1108 0.7494 -0.152 0.077 0.210 0.09
H 4.6261 -2.2254 -0.8272 0.126 -0.059 0.385 0.09
H 2.2313 -0.9044 2.5077 0.289 -0.154 0.003 0.09
H 3.9785 -1.7586 4.1019 0.067 -0.066 -0.311 0.09
H 6.0370 -2.8611 3.2222 -0.230 0.110 -0.144 0.08
C -0.5692 0.0951 -3.0186 -0.496 -1.700 1.017 -0.61
O 0.7547 0.3518 -2.6296 -0.074 -0.748 1.324 -0.36
C -0.5846 -0.6030 -4.3697 -0.445 -0.135 -0.102 -0.04
H -1.5972 -0.5577 -4.7987 0.334 -0.249 0.003 0.08
H -0.2813 -1.6528 -4.2481 -0.036 0.349 -0.233 0.06
H 0.1153 -0.1218 -5.0718 -0.182 -0.028 0.369 0.10
C -1.5210 1.2786 -2.9092 -0.316 -0.010 -0.010 -0.04
H -1.0339 2.2392 -3.1222 0.071 -0.319 -0.045 0.09
H -1.9585 1.3105 -1.9028 0.125 0.197 -0.249 0.06
H -2.3462 1.1414 -3.6205 0.102 0.163 0.250 0.08
O -2.2601 -0.4882 -0.2784 0.743 0.801 1.079 -0.04
C -1.8232 0.2698 0.6166 0.741 -0.549 -0.444 -0.57
O -0.5558 0.3768 0.9287 -1.522 -0.463 -0.871 -0.16
C -2.7797 1.1808 1.3289 -0.681 0.572 0.462 -0.08
C -2.3836 2.1063 2.3130 -0.577 0.103 -0.080 0.10
C -3.3410 3.0056 2.8326 -0.130 -1.337 -1.316 -0.11
C -4.6745 2.9819 2.4082 0.048 -0.069 -0.122 0.11
C -5.0555 2.0432 1.4441 2.021 -0.231 0.420 -0.11
C -4.1179 1.1390 0.9115 -0.274 0.430 0.306 0.10
N -6.4029 2.0202 0.9487 -3.121 -0.098 -1.088 -0.31
O -7.2273 2.8334 1.4136 1.743 -1.364 -0.652 0.08
O -6.6981 1.1863 0.0650 0.814 1.478 1.677 0.07
N -2.9253 4.0150 3.7729 0.853 2.175 2.171 -0.31
O -1.7217 4.0668 4.1067 -2.244 -0.348 -0.837 0.07
O -3.7875 4.8030 4.2148 1.454 -1.591 -0.967 0.07
H -1.3590 2.1324 2.6763 -0.210 0.055 -0.160 0.13
H -5.3985 3.6862 2.8062 0.175 -0.116 -0.074 0.13
H -4.4243 0.4076 0.1687 0.081 0.231 0.112 0.13
```
Forces are in eV/Å.

Record 2
This record from OMol25 describes a single C5H7N3 molecule at a distorted geometry. The level of theory is wB97M-V/def2-TZVPD.

Summary:
- Frontier orbital gap: 9.648 eV
- LUMO level: 0.036 Ha
- Energy above the lowest of the compared OMol25 structures with the same formula, charge and spin: 103.2 kcal per mole
- Energy: -9764.914 eV
- SMILES: C=C=N[C@@H]1C=NNC1

Structure (XYZ):
```
15
Properties=species:S:1:pos:R:3:forces:R:3:lowdin_charge:R:1
C -2.0135 0.7569 -0.0759 -2.191 1.765 -0.184 0.01
C -1.5640 -0.4158 -0.1236 0.635 -1.686 -0.393 -0.25
N -0.8807 -1.4053 -0.1144 0.944 -1.679 -0.830 0.14
C 0.5434 -1.1094 0.2694 -0.206 -2.380 1.758 -0.31
C 0.4414 -0.0728 1.3435 0.556 -1.442 0.042 -0.16
N 0.5146 1.0729 0.8598 0.292 2.021 0.775 0.02
N 0.6817 0.9822 -0.4734 1.478 -1.147 -2.470 -0.07
C 1.2063 -0.4033 -0.8582 0.414 1.436 0.017 -0.11
H -1.7601 1.4646 -0.8100 0.069 0.668 -0.808 0.06
H -2.8034 0.9221 0.5861 -0.952 0.696 1.179 0.06
H 1.0276 -2.0299 0.6433 -0.336 0.298 -0.519 0.14
H 0.0529 -0.2786 2.3142 0.145 0.021 0.682 0.12
H 1.3639 1.5931 -0.8325 0.499 1.657 -0.070 0.10
H 2.3475 -0.4312 -0.8590 -1.402 -0.071 0.276 0.13
H 0.8423 -0.6455 -1.8691 0.055 -0.157 0.544 0.12
```
Forces are in eV/Å.

Record 3
This record from OMol25 describes 13 unconnected molecules or ions with the total composition C27H80O13 at a distorted geometry. The level of theory is wB97M-V/def2-TZVPD.

Summary:
- Frontier orbital gap: 9.532 eV
- LUMO level: 0.014 Ha
- Energy above the lowest of the compared OMol25 structures with the same formula, charge and spin: 333.8 kcal per mole
- Energy: -55900.864 eV

Structure (XYZ):
```
120
Properties=species:S:1:pos:R:3:forces:R:3:lowdin_charge:R:1
C -4.4680 11.5980 -0.1030 2.335 -0.768 -0.579 -0.13
O -4.3130 12.9960 0.0300 -0.472 0.053 0.180 -0.12
H -3.5620 11.2600 -0.6740 -0.527 0.308 0.595 0.09
H -5.2590 11.2830 -0.7310 -1.401 -0.015 -0.540 0.05
H -4.4850 10.9960 0.7990 -0.181 0.432 0.442 0.06
H -5.0650 13.3620 0.5280 0.393 -0.273 -0.028 0.06
C -0.7840 11.2800 1.0240 -1.143 0.049 0.978 -0.17
O 0.0530 10.8990 -0.0060 0.671 -0.715 -0.124 -0.08
H -1.6990 10.6960 1.1630 0.076 -0.742 -0.277 0.06
H -1.2020 12.2490 0.8620 0.046 1.201 -0.039 0.06
H -0.2780 11.2260 1.9670 0.489 0.125 0.418 0.08
H -0.5080 10.8810 -0.7700 -0.170 0.132 -0.819 0.01
C -2.4160 9.5430 -2.5230 1.088 0.543 -0.872 -0.15
O -2.0730 8.9550 -3.7620 -1.123 1.454 -0.962 -0.09
H -2.5950 10.5820 -2.7320 0.070 0.588 0.098 0.05
H -1.5220 9.4390 -1.9030 -0.562 0.092 0.742 0.09
H -3.3390 9.1740 -2.1480 -0.647 -0.750 0.821 0.05
H -1.6580 8.1550 -3.5640 0.998 -2.028 0.194 0.05
C -8.2320 12.8790 -1.6540 -2.100 -2.764 -1.328 -0.16
O -7.0360 13.4210 -1.3370 2.185 1.283 0.086 -0.10
H -8.6560 13.3670 -2.5030 -0.651 0.448 -0.584 0.09
H -8.8880 12.9100 -0.8360 -1.313 0.321 1.185 0.06
H -8.2350 11.8050 -1.9370 0.729 0.406 0.122 0.09
H -7.1000 14.2580 -1.8150 0.960 0.070 0.647 0.08
C -0.4440 12.3730 -2.6470 0.549 -1.359 1.160 -0.16
O -1.4620 12.7590 -1.7910 -0.873 -0.025 0.949 -0.13
H 0.4720 12.5830 -2.1050 0.360 0.030 -0.301 0.09
H -0.4940 12.8770 -3.5520 0.172 1.185 -1.877 0.06
H -0.4540 11.2920 -2.8880 -0.009 0.212 0.079 0.08
H -2.3000 12.9010 -2.2600 0.246 -0.106 -0.074 0.03
C -4.6720 7.1760 -0.1930 3.347 -0.742 -0.980 -0.17
O -4.8260 8.3810 0.4600 -0.424 1.572 0.463 -0.13
H -3.7240 7.2570 -0.8610 -1.425 -0.436 0.696 0.10
H -5.4750 6.9050 -0.8500 -0.711 0.123 0.055 0.05
H -4.4390 6.4040 0.5430 -0.326 -0.429 -0.211 0.08
H -3.9480 8.6920 0.7270 -0.420 -0.117 -0.003 0.07
C -8.2210 13.2060 3.1320 0.415 -2.199 1.456 -0.02
C -7.6250 13.5370 1.8450 -4.849 7.815 1.354 -0.71
C -6.9390 14.8810 1.8280 0.917 2.391 1.601 -0.03
O -6.8510 12.6720 1.4290 6.597 -8.091 -1.475 0.02
H -8.7450 14.0170 3.5450 -1.724 0.715 0.152 0.07
H -7.5300 12.9980 3.9670 0.577 -0.031 -0.690 0.09
H -8.6980 12.2230 2.9400 -0.673 0.788 0.660 0.10
H -8.3960 13.6550 1.1010 -1.498 0.214 -0.118 0.13
H -6.2740 14.8920 2.7540 -0.031 0.005 -1.417 0.09
H -7.6100 15.7540 2.0750 0.344 -0.839 -0.679 0.10
H -6.3730 15.0980 0.8570 -0.685 -0.323 1.406 0.10
H -6.8440 12.7350 0.5040 0.420 -0.323 -2.289 0.04
C -3.6890 10.0150 3.3110 0.440 -0.012 0.821 -0.02
C -3.3140 11.4520 3.4950 -6.975 0.438 -3.144 -0.65
C -4.4560 12.2380 4.1290 -1.540 0.645 0.194 -0.03
O -2.2580 11.7380 4.1070 7.734 -0.742 4.200 0.05
H -4.5090 9.9680 2.6310 -0.984 -0.126 -0.114 0.06
H -3.9090 9.5430 4.2690 -0.244 -0.061 -0.033 0.10
H -2.9110 9.4530 2.8550 1.043 -0.507 -0.374 0.06
H -3.3060 11.9340 2.5320 0.188 -0.187 -1.434 0.10
H -4.1220 13.1840 4.5860 0.274 -0.450 -0.079 0.08
H -5.0460 11.7130 4.8870 0.099 -0.142 -0.056 0.09
H -5.1110 12.5600 3.3220 -0.574 -0.165 0.068 0.05
H -2.0450 12.6410 3.9640 0.502 1.349 0.173 0.08
C -0.7250 16.2080 -2.1660 -0.628 -2.543 -0.587 0.01
C -2.1740 15.7330 -2.5150 4.077 -5.488 3.997 -0.64
C -3.1170 15.5440 -1.3850 -0.397 -1.104 3.591 -0.05
O -2.7010 16.5860 -3.2390 -4.913 7.906 -8.334 0.02
H -0.9330 16.9610 -1.5220 -0.183 2.413 2.542 0.04
H -0.0810 16.6610 -2.8950 -0.347 -0.080 -1.258 0.08
H -0.1400 15.4400 -1.7080 0.262 -0.527 0.688 0.07
H -2.2380 14.8530 -3.1200 1.130 -1.750 0.465 0.11
H -2.6680 14.8710 -0.6170 -0.648 -0.144 -0.650 0.07
H -4.1630 15.1970 -1.6690 1.602 0.313 0.075 0.09
H -3.2830 16.4390 -0.7550 0.238 0.255 -0.770 0.09
H -2.9270 16.1420 -4.0730 -0.070 1.294 0.223 0.12
C -6.2950 9.5500 -2.7460 3.502 -2.066 1.840 -0.02
C -5.8780 8.6220 -3.8930 0.873 -3.496 5.878 -0.55
C -6.5130 7.1970 -3.7380 -0.100 0.002 -0.374 -0.03
O -6.4960 9.0600 -4.8980 -3.231 4.257 -8.368 0.00
H -5.7970 10.4860 -2.7800 0.507 0.979 -0.472 0.04
H -5.9050 9.0930 -1.8020 -0.428 0.334 -0.349 0.08
H -7.3030 9.7190 -2.6110 -2.299 -0.011 -0.250 0.04
H -4.7930 8.5640 -4.0380 0.103 -0.007 0.464 0.14
H -6.3220 6.5550 -4.5990 0.125 0.417 -0.457 0.08
H -7.6060 7.1980 -3.6130 0.297 0.638 -0.214 0.08
H -6.1730 6.6020 -2.9640 1.013 -1.039 2.080 0.02
H -5.9990 8.9880 -5.7200 -0.228 -0.048 0.054 0.13
C -9.2150 8.0830 -1.2180 3.479 4.458 -0.493 -0.04
C -9.2030 8.4440 0.2180 7.305 -2.909 -0.100 -0.60
C -8.3030 9.6860 0.5140 -0.242 -0.389 0.472 -0.01
O -10.3650 8.5790 0.7080 -7.588 2.370 0.071 0.04
H -9.3330 9.0430 -1.7590 -0.486 -0.481 -0.262 0.10
H -9.9350 7.4430 -1.4270 -3.330 -3.015 -1.100 0.04
H -8.2380 7.7490 -1.5610 -0.017 -0.330 0.243 0.07
H -8.9030 7.4250 0.7080 1.321 1.553 -0.487 0.17
H -7.2990 9.6960 0.1600 0.895 -0.612 -0.497 0.05
H -8.2180 10.0280 1.5410 -0.179 -0.719 0.596 0.07
H -8.7450 10.5570 0.0860 -0.818 0.553 -0.856 0.05
H -10.3550 8.3130 1.5830 -0.386 -0.502 2.567 0.08
C -5.4680 14.3020 -4.0460 -2.727 -0.286 0.875 0.00
C -4.7880 13.0370 -3.7040 -6.028 -1.307 -6.347 -0.69
C -4.1410 12.4900 -4.9170 1.479 -0.208 -1.263 0.00
O -3.9440 13.0140 -2.8130 6.125 0.674 10.007 -0.02
H -6.1620 14.6920 -3.2380 0.667 -0.473 -1.133 0.09
H -5.9900 14.0670 -4.9740 -0.390 0.622 0.096 0.11
H -4.7630 15.0240 -4.1790 1.905 2.348 -0.717 0.04
H -5.5710 12.3850 -3.4120 -1.476 -1.156 -0.167 0.11
H -3.8360 13.2790 -5.5900 0.576 0.522 -0.093 0.08
H -4.8260 11.9690 -5.5220 -0.847 -1.192 -0.650 0.07
H -3.2440 11.8800 -4.6670 -0.785 0.201 -0.236 0.11
H -4.4010 13.0450 -1.9170 1.217 0.335 -0.754 0.11
C -3.0890 15.1030 2.3220 0.193 0.323 -0.616 -0.02
C -2.6520 15.7460 3.6020 -3.596 5.621 -3.665 -0.66
C -3.7380 16.3150 4.4550 -1.905 3.771 0.918 -0.05
O -2.1100 14.9240 4.3720 5.405 -7.821 4.584 0.01
H -3.5880 15.7480 1.5750 0.408 -0.136 0.544 0.09
H -3.7770 14.3700 2.6410 -1.007 -1.177 -0.073 0.03
H -2.2260 14.5950 1.8790 -0.153 0.144 -0.152 0.10
H -1.9440 16.5190 3.3700 0.341 1.097 -0.546 0.14
H -4.6870 15.7820 4.4800 0.082 -0.338 -0.237 0.06
H -3.9490 17.3510 4.0950 -0.422 -0.541 0.086 0.09
H -3.4900 16.5270 5.5640 0.238 -0.726 -1.723 0.11
H -1.5210 15.4110 4.9330 0.478 -0.302 0.795 0.12
```
Forces are in eV/Å.